Entry 1:
The ion C7H14N with charge +1 at a distorted geometry. Source: the Open Molecules 2025 dataset; level of theory: ωB97M-V/def2-TZVPD.

Geometry as XYZ:
```
22
Properties=species:S:1:pos:R:3
C 1.378 0.220 1.204
C 0.585 0.054 0.148
C 0.665 0.756 -1.147
C 0.110 1.922 -1.468
C 0.140 2.391 -2.901
C -0.649 -0.835 0.173
C -1.170 -1.203 1.512
N -0.314 -2.366 2.077
H 2.270 0.832 1.187
H 1.105 -0.152 2.173
H 1.260 0.264 -1.891
H -0.141 2.706 -0.768
H 1.051 2.967 -3.074
H -0.017 1.514 -3.568
H -0.787 2.956 -3.131
H -1.482 -0.453 -0.427
H -0.322 -1.716 -0.400
H -2.189 -1.589 1.448
H -1.186 -0.497 2.346
H 0.669 -2.006 2.020
H -0.742 -2.549 2.984
H -0.234 -3.217 1.502
```

The value obtained for the HOMO energy is -12.508 eV. The value obtained for the HOMO-LUMO gap is 8.927 eV. The value obtained for the lowest unoccupied orbital energy is -3.58 eV. Its total charge is +1. The SMILES is C=C(/C=C/C)CC[NH3+]. The value obtained for the total energy is -8967.670 eV.

Entry 2:
A cluster of 2 separate species, C7H14N2 in total. Source: the Open Molecules 2025 dataset; level of theory: ωB97M-V/def2-TZVPD.

Geometry as XYZ:
```
23
Properties=species:S:1:pos:R:3
H -1.531 1.095 -2.677
N -1.604 0.187 -2.219
C -1.967 0.224 -1.008
C -2.295 1.468 -0.229
C -2.075 -1.071 -0.331
C -2.402 -1.257 0.941
H -2.138 2.355 -0.838
H -1.669 1.535 0.659
H -3.337 1.438 0.087
H -1.861 -1.913 -0.976
H -2.619 -0.444 1.613
H -2.460 -2.247 1.365
C 3.145 -1.076 0.590
C 2.464 0.263 0.484
C 1.207 0.278 -0.321
N 2.841 1.334 1.027
H 3.214 -1.543 -0.391
H 2.554 -1.728 1.231
H 4.143 -0.982 1.014
H 0.496 -0.453 0.076
H 1.417 -0.001 -1.353
H 0.774 1.266 -0.311
H 3.701 1.271 1.569
```

The value obtained for the HOMO energy is -9.572 eV. The value obtained for the HOMO-LUMO gap is 10.303 eV. The value obtained for the lowest unoccupied orbital energy is 0.73 eV. The SMILES is [H]/N=C(\C)C=C.CC(C)=N. The value obtained for the total energy is -10465.132 eV.

Entry 3:
A structure of composition C7H14N2 at a distorted geometry. Source: the Open Molecules 2025 dataset; level of theory: ωB97M-V/def2-TZVPD.

Geometry as XYZ:
```
23
Properties=species:S:1:pos:R:3
C -0.551 0.187 1.582
C -1.683 -1.232 -0.534
C -1.704 1.080 1.967
C 1.730 1.092 -2.043
N -0.927 -1.411 0.688
C 2.032 -0.080 -1.152
C 0.387 0.666 0.605
C 1.297 -0.218 0.108
N 2.879 -0.941 -1.561
H -1.387 -2.141 1.237
H -0.090 -0.304 2.438
H 3.002 -1.710 -0.901
H 0.124 1.558 0.051
H 1.587 -1.062 0.721
H -2.727 -0.925 -0.367
H -1.715 -2.160 -1.114
H -1.212 -0.465 -1.152
H -2.105 1.610 1.103
H -2.507 0.491 2.413
H -1.389 1.817 2.710
H 0.684 1.073 -2.353
H 1.912 2.033 -1.521
H 2.364 1.043 -2.925
```

The value obtained for the HOMO energy is -8.655 eV. The value obtained for the HOMO-LUMO gap is 8.987 eV. The value obtained for the lowest unoccupied orbital energy is 0.33 eV. The value obtained for the total energy is -10463.572 eV.

Entry 4:
A cluster of 2 separate species, C7H14N2 in total at a distorted geometry. Source: the Open Molecules 2025 dataset; level of theory: ωB97M-V/def2-TZVPD.

Geometry as XYZ:
```
23
Properties=species:S:1:pos:R:3
C -1.272 1.256 2.470
C 0.035 0.841 1.697
C 1.205 1.636 1.514
N 2.364 0.778 1.499
C 1.794 -0.494 1.659
N 0.519 -0.543 1.680
H -1.472 0.505 3.295
H -1.993 1.122 1.611
H -1.154 2.404 2.856
H 1.368 2.645 1.182
H 3.324 1.078 1.836
H 2.444 -1.330 1.749
C -0.264 -2.059 -1.662
C -0.274 -0.552 -1.732
C -1.378 0.063 -2.721
H -0.858 -2.671 -1.008
H 0.824 -2.396 -1.410
H -0.431 -2.417 -2.768
H -0.350 -0.171 -0.690
H 0.611 -0.153 -2.102
H -1.100 0.339 -3.783
H -2.078 -0.813 -2.818
H -1.861 0.931 -2.354
```

The value obtained for the HOMO energy is -8.516 eV. The value obtained for the HOMO-LUMO gap is 9.412 eV. The value obtained for the lowest unoccupied orbital energy is 0.90 eV. The SMILES is Cc1c[nH]cn1.CCC. The value obtained for the total energy is -10463.912 eV.

Entry 5:
An isolated molecule of C7H14N2. Source: the Open Molecules 2025 dataset; level of theory: ωB97M-V/def2-TZVPD.

Geometry as XYZ:
```
23
Properties=species:S:1:pos:R:3
C -1.645 0.624 0.519
C -0.436 0.143 -0.274
C -0.899 -0.534 -1.562
C 0.645 1.186 -0.472
N 0.543 2.423 -1.061
C 1.590 0.518 0.195
C 0.691 -0.649 0.536
C 0.423 -0.851 2.023
N 1.147 -1.915 0.003
H -2.267 1.263 -0.105
H -2.247 -0.219 0.852
H -1.337 1.201 1.386
H -1.557 0.131 -2.120
H -0.055 -0.788 -2.202
H -1.453 -1.444 -1.336
H 1.420 2.867 -1.287
H -0.152 2.500 -1.788
H 2.618 0.706 0.437
H -0.447 -1.486 2.176
H 1.289 -1.339 2.463
H 0.265 0.098 2.525
H 0.412 -2.612 0.048
H 1.453 -1.823 -0.958
```

The value obtained for the HOMO energy is -8.100 eV. The value obtained for the HOMO-LUMO gap is 8.943 eV. The value obtained for the lowest unoccupied orbital energy is 0.84 eV. The SMILES is CC1(C)C(N)=C[C@]1(C)N. The value obtained for the total energy is -10465.534 eV.

Entry 6:
A cluster of 2 separate species, C7H14N2 in total at a distorted geometry. Source: the Open Molecules 2025 dataset; level of theory: ωB97M-V/def2-TZVPD.

Geometry as XYZ:
```
23
Properties=species:S:1:pos:R:3
C -0.015 1.981 -1.211
C -2.365 -1.485 2.824
C 0.725 -0.636 0.588
C 2.105 1.341 -2.288
C -1.114 -0.605 2.435
C -0.481 -1.046 1.368
C 0.631 1.310 -2.141
N -0.486 2.802 -0.464
N 0.073 0.445 -3.111
H -3.084 -1.336 2.089
H -2.822 -1.162 3.839
H -2.252 -2.604 2.701
H 1.241 0.264 0.858
H 0.573 -0.496 -0.423
H 1.394 -1.447 0.839
H 2.403 1.900 -3.204
H 2.304 0.284 -2.459
H 2.614 1.839 -1.551
H -0.811 0.120 3.141
H -0.795 2.680 0.425
H -0.695 -1.977 1.044
H -0.942 0.426 -3.084
H 0.554 0.487 -4.116
```

The value obtained for the HOMO energy (alpha / beta) is -4.597 / -9.095 eV. The value obtained for the HOMO-LUMO gap (alpha / beta) is 5.556 / 8.279 eV. The value obtained for the lowest unoccupied orbital energy (alpha / beta) is 0.96 / -0.82 eV. As for the spin multiplicity: 3. The value obtained for the total energy is -10459.539 eV.

Entry 7:
A cluster of 2 separate species, C7H14N2O in total at a distorted geometry. Source: the Open Molecules 2025 dataset; level of theory: ωB97M-V/def2-TZVPD.

Geometry as XYZ:
```
24
Properties=species:S:1:pos:R:3
C 0.575 1.192 -0.537
C -1.460 1.150 1.634
C -1.997 -0.165 -0.362
C 1.322 -2.254 -1.829
C 1.793 1.409 0.291
N -0.990 0.171 0.653
C -0.205 -0.895 1.226
C 0.970 -1.290 -0.732
N 0.329 -1.715 0.284
O 0.024 -0.913 2.423
H -0.178 1.968 -0.451
H 0.699 0.945 -1.578
H -0.626 1.499 2.238
H -1.920 1.986 1.108
H -2.862 -0.639 0.111
H -2.318 0.753 -0.858
H -1.573 -0.836 -1.101
H -2.189 0.687 2.303
H 0.945 -3.268 -1.648
H 0.927 -1.878 -2.778
H 2.409 -2.288 -1.944
H 2.020 2.480 0.371
H 1.665 1.030 1.310
H 2.641 0.872 -0.134
```

The value obtained for the HOMO energy (alpha / beta) is -6.900 / -7.489 eV. The value obtained for the HOMO-LUMO gap (alpha / beta) is 6.795 / 7.941 eV. The value obtained for the lowest unoccupied orbital energy (alpha / beta) is -0.10 / 0.45 eV. The value obtained for the total energy is -12509.229 eV.

Entry 8:
A structure of composition C7H14N2O2S at a distorted geometry. Source: the Open Molecules 2025 dataset; level of theory: ωB97M-V/def2-TZVPD.

Geometry as XYZ:
```
26
Properties=species:S:1:pos:R:3
C -2.916 -0.350 0.880
C -2.605 0.323 -0.425
C -0.769 -1.315 -1.081
C 0.810 -1.204 -1.095
C 2.429 0.579 -0.422
C 3.171 -0.552 0.255
C -0.121 0.846 -0.303
H -1.461 -1.386 1.468
H -3.968 -0.154 1.361
H -2.388 0.208 1.658
H -3.020 -0.098 -1.383
H -2.722 1.480 -0.418
H -0.978 -1.732 -2.327
H -1.269 -2.078 -0.099
H 1.301 -1.147 -2.180
H 1.434 -2.042 -0.456
H 2.861 0.472 -1.452
H 2.536 1.481 0.172
H 3.156 -1.536 -0.402
H 4.207 -0.239 0.511
H 3.184 -1.351 2.009
N -1.181 0.081 -0.730
N 1.012 0.175 -0.631
O -2.378 -1.706 0.873
O 2.467 -0.974 1.505
S -0.150 2.364 0.325
```

The value obtained for the HOMO energy is -8.097 eV. The value obtained for the HOMO-LUMO gap is 8.559 eV. The value obtained for the lowest unoccupied orbital energy is 0.46 eV. The value obtained for the total energy is -25391.605 eV.

Entry 9:
An isolated molecule of C7H14N2O2S at a distorted geometry. Source: the Open Molecules 2025 dataset; level of theory: ωB97M-V/def2-TZVPD.

Geometry as XYZ:
```
26
Properties=species:S:1:pos:R:3
O -2.875 -0.886 1.412
C -3.096 0.421 0.900
C -2.519 0.572 -0.507
N -1.125 0.153 -0.538
C -0.726 -1.087 -1.179
C 0.784 -1.093 -0.908
N 1.066 0.329 -0.699
C 2.390 0.775 -0.373
C 3.072 -0.088 0.673
O 2.185 -0.217 1.771
C -0.075 1.005 -0.368
S -0.186 2.597 0.116
H -1.886 -0.882 1.655
H -4.185 0.574 0.859
H -2.665 1.192 1.545
H -3.046 -0.084 -1.223
H -2.607 1.607 -0.826
H -0.944 -1.051 -2.270
H -1.256 -1.928 -0.743
H 1.361 -1.510 -1.711
H 1.038 -1.625 0.034
H 3.029 0.783 -1.290
H 2.296 1.823 -0.024
H 3.289 -1.099 0.238
H 4.032 0.394 0.976
H 2.649 -0.674 2.481
```

The value obtained for the HOMO energy is -8.108 eV. The value obtained for the HOMO-LUMO gap is 8.656 eV. The value obtained for the lowest unoccupied orbital energy is 0.55 eV. The SMILES is OCCN1CCN(CCO)C1=S. The value obtained for the total energy is -25396.413 eV.

Entry 10:
The ion C7H14N2O5 with charge +2 at a distorted geometry. Source: the Open Molecules 2025 dataset; level of theory: ωB97M-V/def2-TZVPD.

Geometry as XYZ:
```
28
Properties=species:S:1:pos:R:3
C -2.959 0.179 -1.009
N -2.554 -0.134 0.386
C -1.113 0.009 0.609
C -0.526 1.330 0.256
N -1.107 2.433 0.126
O -1.370 3.545 -0.163
O 0.850 1.390 0.344
C 1.604 0.267 -0.161
C 3.007 0.704 0.185
O 3.559 1.467 -0.817
C 1.057 -1.098 0.374
O 1.727 -2.119 -0.305
C -0.416 -1.084 -0.046
O -1.070 -2.227 0.364
H -2.436 1.112 -1.273
H -2.778 -0.672 -1.662
H -4.100 0.324 -0.998
H -2.690 -1.212 0.416
H -3.141 0.311 1.063
H -0.893 -0.099 1.645
H 1.415 0.155 -1.292
H 3.879 0.003 0.571
H 3.081 1.345 1.161
H 4.462 1.857 -0.626
H 1.084 -1.137 1.517
H 2.229 -2.665 0.375
H -0.248 -1.052 -1.185
H -0.555 -2.929 0.143
```

The value obtained for the HOMO energy (alpha / beta) is -16.150 / -16.137 eV. The value obtained for the HOMO-LUMO gap (alpha / beta) is 4.407 / 4.374 eV. The value obtained for the lowest unoccupied orbital energy (alpha / beta) is -11.74 / -11.76 eV. Its total charge is +2. The SMILES is C[NH2+][C@@H]1C(=[N+]=O)O[C@@H](CO)[C@H](O)[C@H]1O. The value obtained for the total energy is -20679.293 eV.